No. 1
{
  "formula": "C45H57N9O4PPbS2",
  "method": "ωB97M-V/def2-TZVPD",
  "species": ["Pb", "O", "C", "C", "C", "C", "C", "C", "C", "O", "N", "N", "C", "C", "C", "C", "C", "C", "N", "H", "H", "H", "H", "H", "H", "H", "H", "H", "H", "S", "C", "S", "C", "C", "N", "C", "N", "N", "C", "C", "C", "N", "C", "C", "H", "H", "H", "H", "H", "H", "O", "H", "H", "N", "C", "C", "C", "C", "C", "N", "H", "H", "H", "H", "H", "H", "O", "P", "C", "C", "C", "C", "C", "C", "C", "C", "C", "C", "C", "C", "C", "C", "C", "C", "C", "C", "H", "H", "H", "H", "H", "H", "H", "H", "H", "H", "H", "H", "H", "H", "H", "H", "H", "H", "H", "H", "H", "H", "H", "H", "H", "H", "H", "H", "H", "H", "H", "H", "H"],
  "xyz": [[2.03152, -1.47932, -1.90208], [2.60910, 5.44019, -1.94971], [1.37643, 5.73330, -2.36860], [0.90400, 7.03485, -2.17097], [-0.37570, 7.38939, -2.55194], [-1.21410, 6.45722, -3.15409], [-0.74341, 5.17630, -3.38399], [0.53735, 4.78752, -3.00100], [0.96582, 3.38907, -3.33009], [0.30414, 2.72368, -4.15752], [2.11212, 3.02522, -2.75049], [2.57365, 1.76707, -2.91392], [3.84719, 1.70322, -2.87744], [4.64070, 0.50015, -3.11264], [6.02745, 0.67944, -3.17673], [6.84748, -0.37170, -3.52825], [6.27992, -1.59267, -3.83909], [4.90942, -1.71967, -3.71072], [4.10606, -0.72836, -3.33945], [2.71315, 4.44487, -2.13884], [1.56199, 7.75375, -1.69901], [-0.72902, 8.39865, -2.37453], [-2.21806, 6.73525, -3.44944], [-1.36644, 4.43881, -3.87343], [4.41874, 2.62772, -2.78080], [6.44158, 1.64842, -2.93145], [7.92054, -0.23575, -3.57146], [6.88202, -2.43724, -4.14208], [4.41925, -2.66920, -3.88477], [3.63246, -1.00712, 0.21001], [3.93155, -2.71803, 0.18870], [3.61904, -3.60411, -1.26060], [4.39019, -3.35754, 1.33642], [4.51120, -2.66161, 2.56431], [4.56457, -2.12514, 3.58584], [4.64394, -4.74992, 1.37354], [4.84911, -5.88395, 1.44044], [-1.04390, -5.92197, 2.19612], [-0.48629, -4.95231, 1.38813], [0.27745, -3.91436, 1.92382], [0.77021, -2.94102, 1.07744], [0.54578, -2.92800, -0.23577], [-0.19772, -3.90601, -0.74523], [-0.72948, -4.92970, 0.01147], [-0.61417, -6.05115, 3.09664], [-1.31454, -6.77851, 1.74389], [0.51275, -3.88421, 2.98069], [1.39348, -2.14089, 1.46210], [-0.36637, -3.87107, -1.81619], [-1.30516, -5.71907, -0.45658], [-0.60464, -0.76123, -1.98245], [-0.58106, -0.04628, -2.65158], [-0.50760, -0.30443, -1.12311], [0.57826, -0.99246, -5.07930], [0.42060, -2.32632, -4.84986], [-0.68293, -3.03845, -5.35486], [-0.73411, -4.40170, -5.17824], [0.31150, -5.04933, -4.51899], [1.35057, -4.27533, -4.04343], [1.40217, -2.94897, -4.18643], [-0.24850, -0.42097, -5.15128], [1.30539, -0.54148, -4.53945], [-1.47495, -2.50637, -5.86540], [-1.57921, -4.96703, -5.55093], [0.30355, -6.11902, -4.36403], [2.17804, -4.71823, -3.49964], [-0.52018, 0.48857, 0.50088], [-1.48424, 0.59142, 1.63264], [-0.54436, 0.88540, 3.20959], [0.89675, 0.33263, 3.08519], [1.17516, -0.75211, 4.11889], [1.02050, -0.18891, 5.53502], [-0.26787, 0.65379, 5.69236], [-1.21723, 0.44819, 4.51184], [-2.36015, -1.06123, 1.67449], [-3.35305, -1.52794, 2.74382], [-4.73711, -0.90236, 2.60122], [-5.31271, -1.20082, 1.21843], [-4.34743, -0.72847, 0.13100], [-2.96816, -1.36704, 0.29724], [-2.45766, 2.14112, 1.31220], [-3.60155, 2.54952, 2.23844], [-4.03813, 3.97469, 1.89144], [-2.94037, 5.00198, 2.21995], [-1.55668, 4.34262, 2.26883], [-1.41623, 3.28501, 1.17625], [-0.48337, 1.97725, 3.23090], [1.61185, 1.14696, 3.22388], [1.06549, -0.05246, 2.07885], [2.18686, -1.14013, 3.98840], [0.48252, -1.58618, 3.96240], [1.88918, 0.43372, 5.75812], [1.01928, -1.01207, 6.25297], [-0.01626, 1.71556, 5.76601], [-0.78663, 0.38570, 6.61570], [-2.14195, 1.01282, 4.66308], [-1.47998, -0.60746, 4.47754], [-1.44633, -1.66380, 1.77723], [-2.98762, -1.37482, 3.75646], [-3.45740, -2.60997, 2.59849], [-4.66433, 0.17620, 2.74332], [-5.39787, -1.29608, 3.37844], [-6.28395, -0.71332, 1.09484], [-5.46391, -2.28089, 1.11798], [-4.25629, 0.36066, 0.18272], [-4.74632, -0.96974, -0.85710], [-2.30761, -1.03331, -0.49804], [-3.06123, -2.45461, 0.19803], [-2.86096, 1.95191, 0.31176], [-3.29481, 2.49724, 3.28751], [-4.45332, 1.88361, 2.10257], [-4.95758, 4.21640, 2.42937], [-4.26365, 4.00674, 0.82166], [-3.14552, 5.48121, 3.18071], [-2.93879, 5.78244, 1.45603], [-1.40190, 3.89884, 3.25674], [-0.78196, 5.09925, 2.13056], [-0.40381, 2.87654, 1.18188], [-1.54523, 3.76879, 0.20958]],
  "forces_ev_per_angstrom": [[0.17, 0.29, 0.08], [0.21, -0.40, 0.02], [-0.44, -0.01, -0.10], [0.01, 0.04, 0.05], [-0.04, -0.04, 0.00], [-0.05, 0.06, -0.01], [0.00, 0.07, 0.06], [0.04, 0.20, 0.11], [-0.48, -1.03, -1.01], [0.07, 0.07, 0.60], [0.43, 0.66, 0.75], [-0.37, -0.20, -0.49], [0.11, -0.18, 0.01], [0.36, -0.69, -0.20], [-0.15, 0.06, 0.11], [0.09, 0.06, -0.04], [0.05, -0.13, -0.03], [-0.11, -0.02, 0.07], [0.15, 1.02, -0.11], [-0.01, 0.18, 0.00], [0.03, -0.03, 0.01], [0.03, 0.01, 0.00], [0.00, -0.01, -0.01], [0.08, -0.05, -0.01], [0.04, -0.04, 0.11], [0.00, 0.01, -0.06], [0.01, 0.01, 0.00], [-0.02, -0.03, 0.01], [0.04, -0.01, -0.04], [0.15, -0.04, 0.33], [0.12, 0.14, 0.14], [0.07, -0.24, -0.02], [-0.21, 0.18, -0.31], [-0.03, 0.21, 0.34], [0.05, -0.05, -0.08], [0.03, -0.42, -0.01], [-0.01, 0.08, -0.01], [0.00, 0.01, 0.01], [-0.10, 0.16, -0.05], [0.03, -0.06, -0.03], [0.05, -0.11, 0.11], [-0.03, 0.14, 0.13], [-0.04, -0.08, 0.03], [0.02, -0.06, 0.05], [0.03, -0.04, -0.01], [0.03, -0.03, 0.01], [0.00, 0.02, 0.00], [0.01, -0.01, 0.01], [-0.03, 0.00, -0.02], [-0.03, 0.05, -0.03], [-0.38, 0.56, -0.81], [0.01, -0.34, 0.56], [-0.13, 0.24, 0.27], [-0.02, 0.33, 0.31], [0.04, -0.44, -0.11], [-0.12, 0.05, 0.07], [0.11, 0.12, 0.07], [0.00, -0.09, 0.06], [-0.17, -0.07, -0.06], [0.11, 0.00, -0.23], [-0.01, 0.00, -0.18], [0.12, 0.12, -0.12], [0.01, 0.00, -0.03], [0.00, 0.02, -0.02], [0.04, 0.00, -0.01], [-0.02, -0.03, 0.02], [0.40, -0.23, -0.68], [-0.30, 0.08, 0.57], [-0.25, 0.02, -0.33], [0.02, -0.26, -0.05], [0.07, 0.21, 0.08], [-0.14, -0.09, -0.05], [0.00, -0.02, -0.04], [0.05, 0.08, 0.08], [0.08, 0.22, 0.06], [-0.06, 0.22, 0.16], [-0.02, -0.26, -0.13], [0.06, 0.27, -0.03], [-0.05, -0.22, 0.08], [-0.01, 0.28, -0.11], [0.15, -0.46, 0.10], [-0.09, 0.05, -0.18], [0.05, -0.02, 0.19], [0.07, -0.07, -0.01], [-0.14, 0.06, -0.13], [0.18, 0.03, 0.19], [0.01, 0.01, 0.03], [0.00, -0.01, -0.02], [0.08, 0.13, 0.00], [-0.04, -0.05, -0.04], [0.02, -0.05, 0.03], [0.03, -0.06, 0.03], [0.06, 0.04, 0.03], [-0.03, 0.01, -0.01], [0.03, 0.07, 0.03], [-0.05, -0.09, 0.03], [0.01, 0.02, -0.02], [-0.05, -0.02, -0.03], [0.00, -0.06, -0.05], [0.05, -0.02, 0.08], [-0.07, -0.08, 0.10], [0.01, 0.06, 0.02], [-0.02, -0.08, 0.01], [-0.05, 0.00, 0.00], [-0.03, 0.00, -0.05], [0.02, 0.04, -0.01], [0.01, -0.10, -0.03], [0.02, 0.00, 0.03], [-0.05, -0.01, 0.05], [-0.07, -0.04, 0.02], [0.06, 0.03, 0.06], [-0.03, 0.04, -0.10], [-0.07, -0.01, 0.02], [-0.02, 0.05, -0.05], [-0.01, 0.05, 0.06], [0.06, -0.01, -0.02], [0.02, -0.04, 0.08], [0.00, 0.09, -0.17], [0.06, 0.02, -0.13]],
  "homo_energy_ev": -5.059,
  "gap_ev": 7.163,
  "total_charge": -1
}

No. 2
{
  "formula": "C45H60BrClCsNO5P2",
  "method": "ωB97M-V/def2-TZVPD",
  "species": ["Cs", "C", "C", "C", "P", "C", "C", "C", "C", "C", "C", "C", "C", "C", "N", "C", "C", "C", "C", "C", "C", "P", "C", "C", "C", "C", "C", "C", "H", "H", "H", "H", "H", "H", "H", "H", "H", "H", "H", "H", "H", "H", "H", "H", "H", "H", "H", "H", "H", "H", "H", "H", "H", "H", "H", "H", "H", "H", "H", "H", "H", "H", "H", "H", "Cl", "C", "C", "C", "C", "O", "C", "C", "O", "C", "H", "H", "H", "H", "C", "C", "C", "C", "C", "C", "C", "Br", "C", "O", "C", "C", "C", "C", "C", "C", "H", "H", "H", "H", "H", "H", "H", "H", "H", "H", "H", "H", "H", "H", "H", "H", "H", "H", "H", "H", "O", "O"],
  "xyz": [[0.87347, 0.94673, -1.52466], [-0.61407, -1.42850, 3.85149], [-1.31719, -0.18413, 3.30842], [-2.49222, 0.24349, 4.18525], [-1.59204, -0.31238, 1.46281], [-2.68244, -1.81303, 1.20718], [-3.84432, -2.06351, 2.16872], [-1.82005, -3.07207, 1.06331], [-2.73622, 1.06910, 1.13721], [-4.01202, 0.94717, 0.59510], [-4.79109, 2.05828, 0.28954], [-4.26612, 3.32481, 0.52797], [-2.99782, 3.47735, 1.05575], [-2.18455, 2.36351, 1.37271], [-0.89524, 2.45163, 1.79816], [-0.47873, 3.43654, 2.61826], [-1.32785, 4.07771, 3.57022], [-0.85261, 5.00116, 4.47473], [0.49584, 5.36357, 4.49310], [1.34378, 4.75781, 3.57569], [0.90222, 3.81602, 2.64708], [2.00012, 3.08448, 1.38162], [3.23746, 4.44144, 1.07801], [2.51939, 5.59896, 0.38034], [4.35443, 3.89770, 0.18311], [3.01162, 1.84770, 2.35607], [2.07867, 0.75569, 2.87956], [3.86195, 2.40585, 3.49265], [-0.19810, -1.22155, 4.84381], [0.20564, -1.74166, 3.19812], [-1.30479, -2.27069, 3.95853], [-0.60037, 0.63576, 3.32890], [-3.21279, -0.56226, 4.33745], [-3.02026, 1.09317, 3.74806], [-2.12445, 0.54987, 5.17138], [-3.10376, -1.60684, 0.21794], [-3.47684, -2.40995, 3.13716], [-4.50381, -2.84683, 1.77386], [-4.44119, -1.16656, 2.33867], [-1.37628, -3.36402, 2.01699], [-0.99282, -2.92083, 0.36716], [-2.42914, -3.91779, 0.71513], [-4.42297, -0.03650, 0.39869], [-5.77958, 1.93489, -0.13722], [-4.84469, 4.20848, 0.27698], [-2.58910, 4.47130, 1.19513], [-2.37658, 3.80485, 3.58678], [-1.54378, 5.44507, 5.18565], [0.87163, 6.09491, 5.19862], [2.38995, 5.04381, 3.57586], [3.68084, 4.81039, 2.00711], [2.05522, 5.25091, -0.54693], [3.22743, 6.39595, 0.12758], [1.73386, 6.02149, 1.00934], [3.93685, 3.48326, -0.73991], [4.93244, 3.11287, 0.67637], [5.04704, 4.70087, -0.09165], [3.67007, 1.39481, 1.60674], [1.40986, 1.17248, 3.63821], [2.65537, -0.05328, 3.33849], [1.46696, 0.32269, 2.08463], [3.22567, 2.87339, 4.24890], [4.58669, 3.14901, 3.15052], [4.41860, 1.59685, 3.97945], [-0.09622, 7.66023, -6.32473], [-0.19829, 6.25021, -5.27612], [-1.46386, 5.71490, -4.95905], [-1.56706, 4.62285, -4.14892], [-0.41328, 3.95795, -3.57239], [-0.54204, 2.96055, -2.83185], [0.86298, 4.54812, -3.92843], [2.12242, 4.02471, -3.45525], [2.31895, 3.06975, -2.72110], [0.93007, 5.67539, -4.76866], [-2.35205, 6.18494, -5.36499], [-2.53554, 4.20927, -3.89238], [3.00144, 4.59585, -3.83348], [1.90506, 6.08762, -5.01031], [1.35278, -7.85102, -1.74644], [1.77654, -6.61705, -0.93927], [0.91881, -6.48274, 0.33113], [3.23421, -6.80279, -0.52406], [1.57414, -5.32548, -1.71707], [2.52828, -4.40051, -1.85839], [2.19858, -3.08659, -2.37426], [1.96476, -2.34717, 0.26275], [0.76826, -2.67666, -2.57496], [0.44337, -1.53019, -2.78506], [-0.19379, -3.80927, -2.61306], [0.22105, -5.01421, -2.18277], [-1.58413, -3.55542, -3.19276], [-2.40560, -4.84547, -3.24358], [-2.37241, -2.54430, -2.34992], [-1.43846, -3.03538, -4.63270], [1.48244, -8.75234, -1.14032], [1.96812, -7.95213, -2.64410], [0.30726, -7.81621, -2.05429], [1.05053, -7.35596, 0.97759], [-0.14205, -6.39173, 0.08485], [1.20828, -5.58064, 0.87656], [3.33873, -7.73432, 0.03844], [3.56153, -5.98786, 0.12429], [3.89145, -6.85113, -1.39629], [3.55697, -4.54375, -1.56351], [-0.48730, -5.83019, -2.16857], [-2.56860, -5.25575, -2.24332], [-1.92778, -5.60949, -3.86381], [-3.38377, -4.62490, -3.67621], [-2.57503, -2.95996, -1.36379], [-3.32963, -2.33315, -2.83619], [-1.83565, -1.60658, -2.22731], [-0.89179, -3.75538, -5.24849], [-0.91285, -2.08269, -4.65904], [-2.42935, -2.89240, -5.07222], [3.02792, -1.20232, -3.38834], [3.18443, -2.46063, -2.87980]],
  "forces_ev_per_angstrom": [[0.02, -0.05, 0.73], [0.01, 0.01, 0.00], [-0.02, -0.01, 0.02], [0.01, 0.01, 0.01], [0.10, -0.08, -0.02], [0.01, 0.00, 0.04], [0.00, -0.01, 0.01], [-0.02, -0.02, 0.03], [-0.03, 0.06, 0.00], [0.01, 0.05, 0.02], [0.02, -0.04, 0.00], [0.07, 0.01, 0.03], [-0.05, -0.01, -0.03], [-0.07, 0.00, -0.03], [0.01, 0.01, -0.01], [-0.01, 0.00, 0.04], [0.01, 0.03, 0.02], [0.02, -0.04, -0.04], [-0.01, -0.01, -0.01], [-0.08, -0.03, -0.02], [0.04, 0.05, 0.07], [-0.03, -0.08, -0.08], [-0.01, 0.01, -0.07], [0.02, -0.02, 0.00], [-0.03, 0.01, -0.02], [-0.02, 0.01, 0.03], [0.02, 0.04, -0.02], [-0.01, 0.00, 0.02], [-0.01, 0.00, -0.02], [-0.02, 0.00, 0.02], [0.01, 0.02, -0.01], [-0.01, 0.00, 0.00], [0.00, -0.01, -0.01], [0.01, -0.01, 0.02], [-0.01, -0.01, -0.02], [-0.01, 0.01, -0.03], [0.01, 0.00, -0.01], [0.01, 0.02, 0.01], [0.01, -0.02, 0.00], [-0.01, 0.01, 0.00], [0.00, 0.00, 0.03], [0.02, 0.03, 0.01], [0.00, 0.02, 0.00], [0.01, 0.00, 0.00], [0.00, -0.01, 0.00], [0.01, -0.02, 0.00], [0.02, 0.00, 0.00], [0.01, 0.00, 0.00], [0.00, 0.00, 0.00], [0.00, 0.00, 0.00], [0.00, 0.00, 0.03], [0.01, 0.01, 0.02], [-0.01, -0.01, 0.00], [0.01, -0.01, -0.01], [0.03, 0.02, 0.04], [-0.01, 0.01, 0.00], [-0.01, -0.01, 0.00], [0.01, -0.02, 0.00], [0.02, 0.00, -0.01], [-0.01, 0.00, -0.02], [0.01, 0.01, 0.02], [0.02, -0.01, -0.01], [-0.01, -0.02, 0.00], [-0.01, 0.02, -0.01], [-0.01, -0.01, 0.01], [-0.03, -0.03, 0.02], [0.05, -0.03, 0.02], [-0.03, 0.03, -0.01], [0.03, 0.01, 0.04], [-0.16, 0.24, -0.30], [-0.02, -0.02, -0.01], [-0.02, 0.01, 0.01], [0.24, 0.32, -0.21], [0.01, -0.02, 0.01], [-0.01, 0.00, 0.00], [0.02, 0.01, -0.01], [0.01, 0.02, 0.01], [-0.01, 0.00, 0.00], [-0.01, 0.01, -0.01], [-0.03, -0.01, 0.00], [0.01, -0.01, 0.00], [0.00, 0.03, 0.08], [-0.23, -0.04, -0.01], [0.05, 0.03, -0.06], [0.12, 0.03, -0.06], [0.00, -0.01, 0.03], [0.03, -0.06, -0.04], [-0.21, -0.36, -0.37], [-0.04, -0.09, 0.03], [0.20, 0.02, 0.05], [-0.02, -0.01, 0.00], [0.01, -0.03, 0.00], [-0.01, 0.01, 0.00], [0.03, 0.03, 0.00], [0.01, 0.03, -0.01], [-0.02, 0.00, 0.01], [-0.02, 0.05, -0.01], [-0.01, 0.01, -0.02], [0.03, -0.03, 0.03], [-0.03, -0.04, 0.00], [-0.01, 0.00, -0.04], [0.02, 0.00, -0.05], [0.01, 0.00, 0.05], [-0.02, 0.01, 0.01], [-0.03, -0.03, -0.02], [-0.01, 0.00, -0.03], [-0.01, 0.02, 0.02], [0.00, 0.00, 0.01], [0.00, 0.02, -0.04], [0.02, 0.00, 0.00], [-0.01, -0.01, 0.00], [0.00, 0.01, 0.01], [-0.01, -0.02, 0.00], [0.01, -0.01, 0.01], [0.03, -0.03, 0.05], [0.00, 0.04, 0.06]],
  "homo_energy_ev": [-1.422, -1.422],
  "gap_ev": [4.397, 4.400],
  "total_charge": -2
}

Table of ΔE to the lowest compared entry with this formula, charge and spin (kcal/mol), in record order: 0.0; 2.8